The following is a quantum chemistry calculation of C19H18F8N2O4PtS5 as an isolated structure, from OMol25.

```
57
Properties=species:S:1:pos:R:3
Pt 0.3595 0.1661 -0.7647
F 5.5849 -0.8808 -0.3948
C 4.6411 0.0636 -0.4925
C 3.3117 -0.3060 -0.4031
C 2.3295 0.6612 -0.5278
C 2.6940 2.0019 -0.7202
C 4.0464 2.3144 -0.8078
F 4.4231 3.5865 -1.0408
C 5.0396 1.3681 -0.7021
C 1.6175 2.9731 -0.8880
C 1.7257 4.3396 -0.6351
C 0.6381 5.1601 -0.8720
C -0.5294 4.6068 -1.3795
C -0.5728 3.2405 -1.5814
N 0.4601 2.4435 -1.3152
H 3.0751 -1.3429 -0.2442
H 6.0825 1.6374 -0.7859
H 2.6496 4.7506 -0.2612
H 0.7069 6.2228 -0.6813
H -1.3902 5.2168 -1.6130
H -1.4586 2.7616 -1.9767
C -3.1712 -1.4233 1.1170
C -3.4592 -0.1933 0.2599
S -2.0966 0.9379 -0.2094
C -2.0043 2.1344 1.1665
C -1.4498 1.6988 2.5124
S 0.1312 0.8017 2.5043
C -0.3678 -0.9573 2.6493
C -1.5147 -1.3201 3.5660
S -3.2133 -1.0671 2.9110
H -2.2405 -1.8996 0.8350
H -3.9718 -2.1458 0.9551
H -4.2223 0.4240 0.7343
H -3.8148 -0.5147 -0.7202
H -3.0154 2.5188 1.3147
H -1.3918 2.9294 0.7408
H -2.1670 1.0809 3.0363
H -1.2618 2.5920 3.1110
H 0.5429 -1.4402 3.0059
H -0.5519 -1.3393 1.6579
H -1.5012 -0.7398 4.4902
H -1.4290 -2.3745 3.8204
F -2.0815 -2.9390 -4.0276
C -1.0076 -3.3184 -3.3297
F -1.3955 -4.2969 -2.5071
F -0.1089 -3.7694 -4.1808
S -0.4269 -1.8212 -2.3377
O -1.5762 -0.9608 -2.4235
O 0.8070 -1.3810 -2.9226
N -0.2902 -2.3213 -0.8121
S 0.8703 -3.3996 -0.4893
O 1.3430 -4.0642 -1.6584
O 1.7915 -2.9326 0.4963
C -0.1207 -4.6481 0.5053
F -0.0377 -4.3138 1.8003
F 0.3798 -5.8622 0.3463
F -1.4106 -4.6596 0.1694
```

Output
LUMO level	-0.0503	hartree
energy above the lowest of the compared OMol25 structures with the same formula, charge and spin	1.4693	eV
electronic energy	-110325.5785	eV

=====

The following is a quantum chemistry calculation of a 5-piece molecular cluster, C20H35ClFIN3O22S5 overall, from OMol25.

```
88
Properties=species:S:1:pos:R:3
C 3.8831 -1.7943 -0.4493
O 4.4435 -0.5968 0.1089
C 4.4263 0.4836 -0.7555
C 3.0575 1.1666 -0.8798
I 2.1906 1.0792 1.1345
C 2.9943 2.6689 -1.2466
N 1.5235 2.8188 -1.2935
C 1.0361 3.9897 -2.0340
C -0.0911 4.7697 -1.3885
O -0.6492 5.6461 -1.9836
Cl -0.5526 4.3979 0.2828
C 1.0381 1.5849 -1.6691
N -0.2067 1.3185 -1.8049
C -0.6967 -0.0259 -2.1771
C -2.1540 -0.2456 -1.7602
C -2.3403 -0.8620 -0.3798
S -2.6293 0.3210 0.8971
O -2.4006 -0.2499 2.1731
O -3.8845 0.9578 0.7181
O -1.4907 1.4094 0.6230
N 2.0616 0.6551 -1.8391
C 2.5070 0.5522 -3.2124
C 1.7250 -0.4873 -3.9654
O 1.5321 -1.6118 -3.5895
F 1.2670 -0.0760 -5.1386
H 3.7646 -1.7146 -1.5198
H 2.9233 -1.9873 0.0190
H 4.5396 -2.6073 -0.1917
H 5.0734 1.2271 -0.3113
H 4.8602 0.2290 -1.7203
H 3.4053 3.2058 -0.4024
H 3.4629 2.9345 -2.1848
H 1.8515 4.6957 -2.0584
H 0.7705 3.7841 -3.0630
H -0.8990 2.0350 -1.6419
H -0.0711 -0.7422 -1.6722
H -0.6326 -0.1393 -3.2481
H -2.7225 0.6737 -1.8135
H -2.5707 -0.9402 -2.4626
H -1.5416 -1.5210 -0.0666
H -3.2458 -1.4491 -0.3915
H -1.8566 2.2253 0.9939
H 3.5349 0.2399 -3.2788
H 2.4562 1.4904 -3.7585
C -7.5038 -1.1438 -0.2800
C -8.3069 -0.4714 -1.3726
O -7.3295 -0.1482 -2.3780
S -6.1927 -1.2635 -2.3944
O -6.4528 -2.1973 -3.4212
O -4.9320 -0.6110 -2.2924
O -6.5342 -1.9384 -0.9876
H -6.9704 -0.4148 0.3329
H -8.1120 -1.7794 0.3563
H -8.8049 0.4308 -1.0320
H -9.0397 -1.1502 -1.8116
C 3.7364 5.0014 4.9792
C 2.3454 4.4096 5.0441
O 1.6521 5.0170 3.9386
S 2.6771 5.2775 2.7419
O 2.5709 4.2092 1.8066
O 2.5615 6.6235 2.3291
O 4.0250 5.0785 3.5716
H 3.7650 6.0105 5.3922
H 4.4764 4.3831 5.4780
H 1.8345 4.6344 5.9750
H 2.3622 3.3288 4.8885
C 0.5717 -4.7750 -2.9925
C 1.4166 -4.9369 -4.2339
O 2.4841 -5.7988 -3.8266
S 1.9496 -6.8339 -2.7192
O 1.6196 -8.0563 -3.3450
O 2.8135 -6.7678 -1.6017
O 0.5807 -6.0617 -2.3714
H 1.0165 -4.0558 -2.3000
H -0.4483 -4.4768 -3.2211
H 1.8096 -3.9926 -4.5954
H 0.8590 -5.4297 -5.0333
C -1.6629 -1.6632 5.7943
C -0.7183 -2.0540 4.6799
O 0.5881 -1.8430 5.2323
S 0.5640 -2.1518 6.8074
O 1.0292 -3.4683 7.0284
O 1.1181 -1.0377 7.4813
O -1.0296 -2.1426 6.9874
H -1.7647 -0.5788 5.8698
H -2.6456 -2.1122 5.6853
H -0.8527 -1.4475 3.7889
H -0.8181 -3.1111 4.4229
```

Output
charge	+1
LUMO level	-0.1255	hartree
energy above the lowest of the compared OMol25 structures with the same formula, charge and spin	0.0000	eV
electronic energy	-148328.3367	eV

=====

The following is a quantum chemistry calculation of a 2-piece molecular cluster, C3H4N2OS overall, from OMol25.

```
11
Properties=species:S:1:pos:R:3
C 2.2570 0.8665 -0.7173
N 1.7548 1.6198 0.2156
N 1.2044 0.9363 1.2145
C 1.3752 -0.3257 1.1779
S 2.2218 -0.8242 -0.2835
H 2.9905 1.3116 -1.4206
H 1.0684 -1.1718 1.7810
C -1.2064 -1.7093 -0.5514
O -0.1052 -2.1882 -0.5764
H -1.5677 -1.2376 0.3907
H -1.9249 -1.6929 -1.2712
```

Output
LUMO level	0.0143	hartree
energy above the lowest of the compared OMol25 structures with the same formula, charge and spin	2.8880	eV
electronic energy	-19036.1604	eV
SMILES	c1nncs1.C=O

=====

The following is a quantum chemistry calculation of C36H40CrN3O3P3S2 as an isolated structure, from OMol25.

```
88
Properties=species:S:1:pos:R:3
Cr -0.0453 0.4284 -1.1595
C -0.8111 -1.0521 3.0489
N -0.4793 -0.5496 1.7115
P -0.7535 1.0461 1.1878
C -2.5153 1.4199 1.3103
C -3.2060 1.3810 2.5244
C -4.5731 1.5976 2.5514
C -5.2592 1.8707 1.3731
C -4.5806 1.9264 0.1652
C -3.2127 1.6949 0.1352
C 0.0511 2.0734 2.4361
C 1.2968 1.6852 2.9300
C 1.9579 2.4824 3.8500
C 1.3902 3.6787 4.2695
C 0.1573 4.0756 3.7723
C -0.5146 3.2753 2.8598
P -0.4983 -1.5425 0.3336
C 0.7451 -2.8149 0.6478
C 1.9070 -2.4622 1.3348
C 2.9144 -3.3955 1.5212
C 2.7790 -4.6787 1.0081
C 1.6306 -5.0319 0.3135
C 0.6139 -4.1054 0.1348
C -2.0987 -2.3709 0.2887
C -3.0928 -1.8235 -0.5232
C -4.3761 -2.3475 -0.5111
C -4.6720 -3.4219 0.3162
C -3.6901 -3.9706 1.1317
C -2.4066 -3.4483 1.1216
H -0.5375 -0.3047 3.7929
H -0.2352 -1.9565 3.2467
H -1.8753 -1.2803 3.1374
H -2.6751 1.1960 3.4503
H -5.1060 1.5626 3.4920
H -6.3261 2.0476 1.4013
H -5.1144 2.1507 -0.7485
H -2.6817 1.7325 -0.8124
H 1.7447 0.7591 2.5948
H 2.9160 2.1713 4.2449
H 1.9073 4.2992 4.9889
H -0.2886 5.0038 4.1033
H -1.4832 3.5864 2.4890
H 2.0131 -1.4608 1.7346
H 3.8038 -3.1276 2.0763
H 3.5647 -5.4067 1.1579
H 1.5194 -6.0345 -0.0768
H -0.2882 -4.3970 -0.3883
H -2.8627 -0.9776 -1.1645
H -5.1425 -1.9211 -1.1442
H -5.6718 -3.8346 0.3268
H -3.9264 -4.8060 1.7768
H -1.6455 -3.8830 1.7581
C -0.4698 -2.7618 -2.9745
C -0.4731 -1.4639 -3.7051
N -0.3106 -0.2826 -3.1496
C -0.3671 0.7337 -4.0910
C -0.5790 0.3119 -5.3601
S -0.6831 -1.3911 -5.3925
C -0.1747 2.0931 -3.5941
C -0.0563 3.2484 -4.2899
S 0.2292 4.5412 -3.2120
C 0.1376 3.4890 -1.8785
N -0.0724 2.2378 -2.2215
C 0.2945 3.9712 -0.4797
H 0.3748 -2.8073 -2.2852
H -0.3937 -3.5976 -3.6673
H -1.3908 -2.8786 -2.3996
H -0.6698 0.9029 -6.2560
H -0.0979 3.3970 -5.3558
H 0.5652 5.0248 -0.4563
H 1.0695 3.4004 0.0346
H -0.6425 3.8498 0.0668
C 4.5193 0.1462 0.8463
O 3.1853 0.5488 0.4611
P 2.5811 0.4734 -1.0084
O 3.0169 1.8004 -1.7912
C 4.3826 2.2577 -1.8894
O 3.5361 -0.6712 -1.6119
C 3.4063 -1.0696 -2.9823
H 4.6219 0.4126 1.8943
H 5.2718 0.6681 0.2596
H 4.6314 -0.9271 0.7119
H 5.0439 1.4382 -2.1689
H 4.6950 2.6873 -0.9387
H 4.4026 3.0231 -2.6591
H 4.1288 -1.8627 -3.1487
H 3.6192 -0.2344 -3.6510
H 2.4006 -1.4478 -3.1772
```

Output
charge	+2
multiplicity	5
LUMO level (spin up / spin down)	-0.1740 / -0.1817	hartree
energy above the lowest of the compared OMol25 structures with the same formula, charge and spin	0.0000	eV
electronic energy	-126544.5134	eV
⟨S²⟩	6.030

=====

The following is a quantum chemistry calculation of one molecule with the formula C4H11OP, from OMol25.

```
17
Properties=species:S:1:pos:R:3
C -1.9891 -1.8006 -0.1453
C -0.7091 -1.5561 0.7857
P -0.5875 0.2831 1.0447
C 0.9219 0.8721 -0.5672
C 1.7136 2.0146 0.1250
O 0.2484 1.1365 -1.8203
H -2.8506 -1.4801 0.4415
H -1.7109 -1.0611 -0.9243
H -2.2593 -2.7723 -0.5448
H 0.1284 -1.9157 0.3534
H -0.8628 -2.0210 1.7394
H 0.6198 0.0663 1.8184
H 1.5294 0.0260 -0.6340
H 1.3044 2.5914 0.9273
H 2.7135 1.7571 0.5346
H 1.9924 2.7579 -0.6935
H -0.2922 1.9826 -1.7692
```

Output
LUMO level	0.0350	hartree
energy above the lowest of the compared OMol25 structures with the same formula, charge and spin	2.5771	eV
electronic energy	-15660.2838	eV
SMILES	CCP[C@H](C)O

=====

The following is a quantum chemistry calculation of C4H7NO3 as an isolated structure, from OMol25.

```
15
Properties=species:S:1:pos:R:3
C 1.0932 0.1459 -0.2165
C -1.2139 0.6666 1.4781
C 0.0307 -1.6032 -0.2285
C -1.0392 0.3047 0.0447
N 1.4894 0.3550 -1.5614
O -1.1297 -1.5658 0.2134
O 0.7833 -2.3693 -0.7318
O -1.4831 0.7110 -0.9605
H 0.7987 0.8776 -2.0890
H 1.6913 -0.5144 -2.0393
H 0.9628 1.1055 0.2849
H 1.8415 -0.3963 0.3589
H -2.2419 0.4244 1.7523
H -0.5305 0.1173 2.1169
H -1.0528 1.7411 1.5779
```

Output
LUMO level	0.0167	hartree
energy above the lowest of the compared OMol25 structures with the same formula, charge and spin	3.9195	eV
electronic energy	-11891.3580	eV

=====

The following is a quantum chemistry calculation of one molecule with the formula C7H6O3, from OMol25.

```
16
Properties=species:S:1:pos:R:3
O -0.7137 1.1525 -2.9652
C -1.0852 1.1824 -1.8098
C -0.4371 0.4867 -0.7069
C -0.9112 0.5359 0.5966
C -0.3098 -0.1319 1.6384
O -0.8275 -0.0338 2.8776
C 0.7958 -0.9524 1.3454
C 1.2980 -1.0306 0.0745
C 0.7169 -0.2639 -0.9561
O 1.3320 -0.3585 -2.1543
H -1.9732 1.8059 -1.5280
H -1.8168 1.1236 0.8413
H -0.2632 -0.4317 3.5443
H 1.2585 -1.5445 2.1610
H 2.1538 -1.6352 -0.1188
H 0.7827 0.0954 -2.8400
```

Output
LUMO level	-0.0009	hartree
energy above the lowest of the compared OMol25 structures with the same formula, charge and spin	0.0000	eV
electronic energy	-13498.5332	eV
SMILES	O=Cc1cc(O)ccc1O

=====

The following is a quantum chemistry calculation of a 13-piece molecular cluster, C68H81FN13O6P overall, from OMol25.

```
170
Properties=species:S:1:pos:R:3
C 3.2416 -1.1059 4.3446
C 4.2087 -0.4133 3.2899
C 3.7726 -0.7725 1.7921
O 3.3135 0.3874 1.0619
C 2.0871 0.8519 1.4982
C 0.8037 0.2884 1.0419
C -0.4831 0.8316 1.4833
C -0.5626 1.9587 2.4224
C 0.6985 2.5262 2.8926
P 0.7302 3.9803 4.0722
O 0.0352 3.6878 5.3490
O 0.0382 5.2723 3.2649
O 2.3269 4.4326 4.2846
C 1.9831 1.9806 2.4512
C -1.9808 2.4294 2.8476
O -2.2780 3.5862 3.0370
C -3.0399 1.2921 2.9750
C -4.0758 1.2883 4.0161
N -4.2232 2.3411 4.9720
C -5.0181 0.1674 4.0684
C -4.9760 -0.9588 3.1159
C -6.0737 -2.0512 3.2863
C -6.1900 -3.0754 2.0976
C -6.3824 -2.4279 0.6716
F -6.7877 -1.0767 0.6884
C -3.9190 -0.9517 2.1069
C -2.9696 0.1533 2.0233
C -1.8363 0.2347 0.9668
O -1.9253 -0.1525 -0.1760
H 3.8303 -1.3974 5.2503
H 2.7194 -2.0019 3.9200
H 2.4735 -0.3437 4.6636
H 4.1453 0.7043 3.3990
H 5.2723 -0.7176 3.4824
H 4.7005 -1.1952 1.3133
H 3.0026 -1.5843 1.7540
H 0.7579 -0.5736 0.3255
H -0.1748 4.9778 2.3534
H 2.3748 5.3890 4.0727
H 2.9610 2.4157 2.7814
H -4.4627 1.9609 5.8951
H -3.3013 2.7787 5.0633
H -5.7990 0.1703 4.8696
H -7.0514 -1.5722 3.5521
H -5.7736 -2.6560 4.1957
H -5.3588 -3.8373 2.0880
H -7.1244 -3.6819 2.2968
H -5.4034 -2.5533 0.1252
H -7.1493 -2.9952 0.0835
H -3.8355 -1.7758 1.3664
N -5.2936 -2.7410 7.0481
C -4.2118 -3.1322 7.7905
C -4.4215 -4.4251 8.1949
C -5.6755 -4.8336 7.6724
C -6.1883 -3.7759 6.9675
H -5.4123 -1.8360 6.6269
H -3.3896 -2.4575 7.9672
H -3.7485 -5.0135 8.7983
H -6.1479 -5.7951 7.7986
H -7.1101 -3.6686 6.4180
N 4.4920 2.8046 -0.3744
C 4.7409 2.9251 -1.7144
C 5.1497 4.2113 -1.9549
C 5.1538 4.8912 -0.7112
C 4.7462 3.9958 0.2454
H 4.1708 1.9712 0.0872
H 4.6036 2.0880 -2.3781
H 5.4171 4.6184 -2.9180
H 5.4254 5.9208 -0.5364
H 4.6140 4.1045 1.3103
N -0.3903 5.4176 -0.4872
C -0.2127 6.7342 -0.1532
C 1.1363 6.9840 -0.1229
C 1.7994 5.7738 -0.4568
C 0.8320 4.8266 -0.6789
H -1.2793 4.9566 -0.5789
H -1.0585 7.3761 0.0344
H 1.5962 7.9312 0.1118
H 2.8645 5.6151 -0.5266
H 0.9063 3.7862 -0.9547
N 3.6560 0.8766 -4.8397
C 2.5880 1.5606 -4.3198
C 1.6307 1.6540 -5.2963
C 2.1362 0.9977 -6.4480
C 3.3857 0.5261 -6.1351
H 4.5061 0.6641 -4.3471
H 2.6034 1.9207 -3.3042
H 0.6724 2.1389 -5.1954
H 1.6386 0.8841 -7.3986
H 4.1043 -0.0258 -6.7200
N 9.7888 0.9548 -1.6837
C 10.1811 1.9934 -0.8831
C 9.0535 2.6538 -0.4643
C 7.9366 1.9850 -1.0293
C 8.4198 0.9405 -1.7734
H 10.4084 0.3041 -2.1345
H 11.2252 2.1729 -0.6825
H 9.0324 3.5207 0.1777
H 6.8957 2.2405 -0.9035
H 7.9101 0.1910 -2.3587
N 8.4052 -1.5338 -4.5100
C 7.9880 -1.7900 -5.7889
C 7.3818 -3.0197 -5.7967
C 7.4294 -3.5233 -4.4709
C 8.0635 -2.5842 -3.6996
H 8.8866 -0.7033 -4.2123
H 8.1599 -1.0776 -6.5797
H 6.9505 -3.5040 -6.6585
H 7.0416 -4.4675 -4.1223
H 8.3019 -2.5720 -2.6477
N 5.9925 -1.1366 7.3816
C 5.2950 0.0404 7.4456
C 5.2411 0.4285 8.7590
C 5.9372 -0.5483 9.5170
C 6.3914 -1.4992 8.6402
H 6.1829 -1.6539 6.5413
H 4.8979 0.4971 6.5532
H 4.7567 1.3161 9.1344
H 6.0884 -0.5527 10.5850
H 6.9611 -2.4002 8.8017
N -9.8356 -3.5936 -0.2614
C -10.2037 -3.8704 -1.5507
C -10.8374 -5.0861 -1.5576
C -10.8579 -5.5595 -0.2202
C -10.2353 -4.6165 0.5567
H -9.3482 -2.7665 0.0385
H -9.9818 -3.1805 -2.3491
H -11.2426 -5.5806 -2.4263
H -11.2820 -6.4873 0.1325
H -10.0414 -4.5849 1.6172
N 0.5200 -0.7078 -9.5794
C -0.2043 -1.0392 -8.4660
C -1.5185 -1.1610 -8.8384
C -1.5889 -0.8983 -10.2315
C -0.3161 -0.6248 -10.6607
H 1.5125 -0.5504 -9.6000
H 0.2768 -1.1576 -7.5080
H -2.3377 -1.4116 -8.1853
H -2.4734 -0.9094 -10.8491
H 0.0663 -0.3778 -11.6381
N -14.3180 -6.6853 1.4681
C -14.2305 -7.3289 2.6731
C -14.9750 -8.4776 2.5940
C -15.5287 -8.5327 1.2893
C -15.1035 -7.4155 0.6177
H -13.8731 -5.8119 1.2421
H -13.6488 -6.9138 3.4804
H -15.1065 -9.1993 3.3849
H -16.1663 -9.3048 0.8879
H -15.2921 -7.0769 -0.3884
N -2.2663 -0.7254 -3.4452
C -1.6528 -1.6812 -4.2078
C -1.9812 -1.4514 -5.5197
C -2.8212 -0.3094 -5.5506
C -2.9764 0.1175 -4.2560
H -2.2042 -0.6530 -2.4420
H -1.0381 -2.4410 -3.7523
H -1.6533 -2.0378 -6.3617
H -3.2613 0.1484 -6.4228
H -3.5301 0.9454 -3.8429
N 8.6055 5.5316 -3.5618
C 8.3145 5.8374 -4.8637
C 8.5498 7.1760 -5.0468
C 9.0057 7.6971 -3.8091
C 9.0320 6.6585 -2.9138
H 8.5195 4.6187 -3.1452
H 7.9646 5.0782 -5.5448
H 8.4111 7.7204 -5.9678
H 9.2836 8.7180 -3.5987
H 9.3153 6.6241 -1.8740
```

Output
LUMO level	-0.0533	hartree
electronic energy	-115489.3158	eV

=====

The following is a quantum chemistry calculation of a 2-piece molecular cluster, C3H4FNO2 overall, from OMol25.

```
11
Properties=species:S:1:pos:R:3
H -0.2793 2.2269 0.0243
N -0.2097 1.2947 -0.2083
C 0.7601 0.6721 0.2987
C 1.2279 -0.7544 -0.3041
F 2.1470 -1.3944 0.4809
H 1.3856 0.9965 1.2166
H 0.4763 -1.4729 -0.5432
H 1.7063 -0.3074 -1.2225
O -2.7988 0.6018 0.4086
C -2.4398 -0.4200 0.0710
O -1.9758 -1.4427 -0.2221
```

Output
LUMO level	0.0273	hartree
energy above the lowest of the compared OMol25 structures with the same formula, charge and spin	0.5918	eV
electronic energy	-11477.8008	eV
SMILES	[H]/N=C/CF.O=C=O

=====

| no. | F_max (eV Å⁻¹) |
| --- | --- |
| 1 | 4.0 |
| 2 | 2.5 |
| 3 | 4.1 |
| 4 | 0.2 |
| 5 | 4.3 |
| 6 | 0.6 |
| 7 | 1.8 |
| 8 | 3.9 |
| 9 | 3.4 |